No. 1
C28H20LaN5O9S as an isolated structure in a non-equilibrium geometry, computed with wB97M-V/def2-TZVPD.

```
64
Properties=species:S:1:pos:R:3:forces:R:3
La -0.4903 0.9942 0.5660 1.1393 0.3066 -0.1490
O 0.5874 1.6774 2.4968 0.7966 -0.0119 0.8930
C 1.2555 1.0878 3.4631 -0.7179 0.1558 -0.4566
C 2.3067 1.7485 4.1172 0.2429 -0.0427 0.1547
C 3.0169 1.1397 5.1339 0.0031 -0.0118 0.0239
C 2.6964 -0.1503 5.5696 -0.0708 0.1707 -0.1607
C 1.6432 -0.7987 4.9540 0.0653 -0.0287 0.0218
C 0.9222 -0.2164 3.9065 -0.4961 -0.7539 0.0426
C -0.2195 -1.0066 3.3861 0.5256 0.1961 0.6165
N -0.8698 -0.7182 2.3408 -1.0853 -0.2660 -0.2660
N -1.9864 -1.5229 2.0087 0.5213 0.1447 0.1886
C -2.7989 -0.8816 1.2045 -0.3346 0.4330 -0.0539
O -2.6827 0.3529 0.8077 -0.6999 -1.0489 0.4519
C -3.9860 -1.6358 0.6840 0.2322 -0.0466 0.1619
C -4.6944 -1.1118 -0.3892 -0.1831 -0.1004 -0.1682
C -5.7641 -1.8183 -0.9369 0.1468 0.0589 0.1057
C -6.1378 -3.0368 -0.3867 0.0468 0.0031 0.0253
C -5.4371 -3.5574 0.6990 0.0265 0.1003 -0.0506
C -4.3579 -2.8645 1.2258 -0.0851 -0.0866 -0.0034
H 2.5459 2.7514 3.7831 0.0226 -0.0112 0.0411
H 3.8336 1.6791 5.6004 0.0027 -0.0171 0.0072
H 3.2535 -0.6270 6.3645 0.0104 0.0170 0.0009
H 1.3590 -1.7980 5.2735 0.0268 0.0617 0.0033
H -0.5507 -1.8711 3.9655 0.1304 -0.0419 0.0998
H -4.3855 -0.1645 -0.8110 -0.0152 -0.0183 0.0149
H -6.2800 -1.4205 -1.8028 0.0301 -0.0143 0.0304
H -6.9666 -3.5922 -0.8094 0.0012 0.0179 -0.0090
H -5.7255 -4.5110 1.1258 -0.0011 0.0130 -0.0125
H -3.7899 -3.2682 2.0539 0.0014 0.0392 -0.0249
O -4.8064 -0.5368 -4.9742 0.4104 0.3153 -0.0598
C -4.0576 0.4712 -5.0012 -0.8092 0.1707 -0.4267
O -4.0959 1.4878 -5.7282 -0.0224 -0.3774 0.0776
C -2.9723 0.4981 -3.9365 0.3382 -0.0453 0.3383
C -2.5331 -0.6739 -3.3347 -0.0387 -0.0970 0.0196
C -1.5839 -0.6070 -2.3365 0.1115 0.1861 -0.1629
N -1.1152 0.5556 -1.8687 -0.1790 0.2875 -0.3765
C -1.5563 1.7018 -2.4249 -0.0275 -0.1574 -0.0381
C -2.4290 1.6999 -3.4961 -0.0380 0.1156 -0.0386
C -1.1160 3.0176 -1.7726 -0.1172 -0.4289 0.9762
O -0.8724 3.9856 -2.4576 0.0899 0.2625 -0.1526
O -1.0493 2.9631 -0.4537 -0.2762 0.7459 -1.6281
H -2.9688 -1.6145 -3.6426 0.0183 -0.0044 -0.0149
H -1.1825 -1.5064 -1.8796 -0.0183 0.0030 0.0526
H -2.7247 2.6266 -3.9672 -0.0324 -0.0168 0.0074
N 1.8419 2.5016 -0.1003 0.0182 0.3329 0.2260
C 3.0865 1.9173 -0.4213 -0.4748 0.0434 -0.2017
C 3.8197 1.2394 0.5359 0.1158 -0.0900 0.2735
C 4.8581 0.4081 0.1446 0.1338 -0.1063 -0.3137
C 5.1669 0.2509 -1.2062 -0.4866 0.6072 0.1607
C 4.4901 1.0307 -2.1507 0.1991 -0.2246 0.1886
C 3.4614 1.8646 -1.7570 0.0841 -0.0963 -0.2156
S 6.1937 -1.0775 -1.7652 0.1934 0.4136 0.1130
O 7.0762 -1.3632 -0.6520 0.2169 -0.2028 0.0797
O 5.2003 -2.1218 -2.0194 -0.5598 -0.2969 0.0005
O 6.8351 -0.5800 -2.9665 0.1572 -0.1092 -0.1518
H 1.5283 3.1979 -0.7662 -0.0073 0.0194 0.0332
H 1.7851 2.8692 0.8449 0.0567 0.0023 -0.0420
H 3.5250 1.2877 1.5818 0.0207 0.0248 -0.0796
H 5.3971 -0.1785 0.8777 0.0297 -0.0043 -0.0380
H 4.7482 0.9311 -3.1983 0.0385 -0.0195 0.0549
H 2.8873 2.4098 -2.5002 0.0119 0.0021 0.0530
N 2.3056 -1.2191 -0.9686 -0.0231 -0.0402 -0.0048
C 1.3556 -0.8600 -0.4184 0.5326 -0.2556 -0.3102
H 3.2040 -1.4359 -1.4146 0.0508 -0.1770 0.0722
```
Forces are in eV/Å.

As for the HOMO energy: -3.815 eV. The net charge is -2. The energy above the lowest of the compared OMol25 structures with the same formula, charge and spin is 0.0 kJ/mol.

---

No. 2
H10O5 as an isolated structure in a non-equilibrium geometry, computed with wB97M-V/def2-TZVPD.

```
15
Properties=species:S:1:pos:R:3:forces:R:3
O -1.0433 1.1767 -0.5445 -6.1248 6.0643 -1.7678
H -1.8788 1.1701 -0.0774 -0.3916 0.4387 0.0662
H -0.5002 0.5445 -0.0738 -2.8577 2.0527 -0.0996
O -0.1229 0.3638 -2.3856 1.0366 -0.4234 -1.3820
H 0.3834 -0.4088 -2.1344 -0.0473 -0.5523 -0.4343
H -0.4329 0.1704 -3.2703 -0.0002 -0.0779 -0.3744
O -1.1162 -1.5356 0.9855 -3.6090 -3.4969 2.3933
H -1.8925 -1.3365 0.4621 -0.2508 -0.1093 0.0137
H -0.4098 -1.0478 0.5619 -0.8461 -1.8321 -0.5109
O 1.5153 0.0600 1.7639 6.9710 1.3559 7.8247
H 2.3890 0.3269 1.4782 0.4940 -0.0916 -0.1545
H 1.2703 0.7083 2.4242 -0.3791 0.1986 0.4841
O 0.2275 -0.1271 0.2616 6.3999 -3.0998 -5.5105
H 0.8017 0.0909 -0.4726 0.3885 0.0549 -0.4241
H 0.8094 -0.1558 1.0211 -0.7833 -0.4819 -0.1240
```
Forces are in eV/Å.

As for the HOMO energy: -8.594 eV. The energy above the lowest of the compared OMol25 structures with the same formula, charge and spin is 813.9 kJ/mol.

---

No. 3
A single C19H20BNO4 molecule in a non-equilibrium geometry, computed with wB97M-V/def2-TZVPD.

```
45
Properties=species:S:1:pos:R:3:forces:R:3
O 0.0431 3.6638 0.9847 0.2716 0.3728 0.8769
O 1.8734 2.3937 2.7516 -0.9936 -0.3294 0.0236
O 1.5116 0.3091 3.8775 0.0499 0.2567 0.3743
O 0.8467 -2.9806 1.4644 -0.2537 -0.2808 -0.3401
B 1.0710 1.3023 3.0545 0.8022 1.1355 -0.8515
C -0.0387 2.6207 0.3609 -0.4567 -1.0684 -0.6989
C 0.6404 -1.9296 2.3035 -1.9914 0.7558 -0.7976
C -0.5345 -1.2735 1.9898 1.7198 -0.3377 0.6051
C 0.6118 -1.2079 -2.9651 0.1671 -0.6550 -0.1184
C -1.5689 -3.7071 -1.2255 -0.8678 1.0583 -0.4568
C -2.3892 -2.5746 -1.0694 0.5903 -0.2584 0.6683
C -0.4088 -0.3786 -3.3293 -0.7866 0.5785 -0.9364
C 1.4788 -0.8162 -1.9745 0.5943 0.1431 0.2344
C -0.4913 -3.9029 -0.4314 1.5579 -0.3483 1.3832
C -2.1389 -1.6857 -0.0440 -0.4841 -0.4507 -0.4436
C -0.5866 0.8575 -2.7306 0.4055 0.0571 0.2132
C 1.3179 0.4081 -1.3539 0.2402 0.2041 0.4290
C -0.2102 -2.9722 0.5954 -0.3403 -1.2077 -1.1075
C -1.0823 -1.9321 0.8384 0.4853 0.5237 0.1521
C 0.2747 1.2684 -1.7194 -0.2052 -0.6128 -0.6181
N -0.2498 1.4088 0.9522 -0.4382 0.2074 -1.7495
C -1.0484 -0.0959 2.7169 -1.7287 1.0305 -0.0635
C 1.3894 3.4376 -1.5113 -0.0238 0.4430 -0.4772
C -0.3499 1.2486 2.3504 -0.1236 -0.8913 2.6144
C 0.1387 2.6402 -1.1547 -0.3114 0.0516 0.1712
H 1.3139 3.0098 2.2071 0.7200 -0.2131 0.4831
H 2.3456 0.5435 4.2969 0.1308 0.0168 0.0018
H 1.3544 -1.6648 3.0560 0.2356 -0.4508 0.0183
H 0.7643 -2.1541 -3.4610 -0.0475 -0.0854 -0.1084
H -1.7938 -4.3408 -2.0538 0.0231 -0.6746 -0.2274
H -3.2369 -2.4662 -1.7165 -0.2104 0.2943 -0.2472
H -1.0228 -0.6108 -4.1904 -0.1637 -0.2502 0.1189
H 2.3462 -1.4303 -1.7620 -0.1229 -0.0232 0.2708
H 0.1089 -4.7977 -0.5262 0.2110 0.0741 -0.1361
H -2.7876 -0.8382 0.0294 -0.2023 0.4757 0.4130
H -1.3341 1.5515 -3.0957 -0.1393 -0.1155 0.0437
H 2.0317 0.6859 -0.5701 -0.2966 0.0538 -0.3014
H -0.4705 0.5567 0.4189 0.4946 0.9733 -0.0519
H -0.9790 -0.2836 3.7897 0.1688 0.2587 -0.0413
H -2.1525 -0.0085 2.5240 0.8312 -0.0399 0.0204
H 1.5637 3.3159 -2.5946 0.1380 -0.0149 0.4617
H 2.2494 3.0571 -0.9444 -0.1160 0.3260 -0.2362
H 1.2197 4.5063 -1.3399 0.2769 -0.2581 0.2707
H -0.8812 2.1035 2.8050 -0.2683 -0.2531 -0.2468
H -0.7392 3.1634 -1.6036 0.4577 -0.4719 0.4079
```
Forces are in eV/Å.

As for the HOMO energy: -8.387 eV. The energy above the lowest of the compared OMol25 structures with the same formula, charge and spin is 0.0 kJ/mol.

---

Q: What is the HOMO energy in the second record?
A: -8.594 eV

---

Q: Number 1 is which compound?
A: C28H20LaN5O9S